1.
Molecular formula: C41H50N4P
Method: DFT, the ωB97M-V functional and the def2-TZVPD basis

Each line ends with the Löwdin charge.
CARTESIAN COORDINATES (ANGSTROEM)
1 C 5.135 2.647 -3.525  -0.04
2 C 4.377 1.638 -2.716  -0.25
3 C 5.032 0.860 -1.758  0.00
4 C 4.330 -0.070 -0.983  -0.21
5 C 5.081 -0.917 0.006  -0.06
6 C 2.946 -0.220 -1.160  -0.21
7 N 2.217 -1.203 -0.379  -0.20
8 P 2.228 -1.144 1.355  1.28
9 H -0.535 -0.408 0.423  0.04
10 N 1.441 -2.680 1.330  -0.20
11 C 1.376 -3.453 2.556  -0.21
12 C 0.170 -4.060 2.943  -0.20
13 C -1.058 -3.918 2.104  -0.03
14 C 0.142 -4.840 4.107  0.01
15 C 1.299 -5.062 4.864  -0.25
16 C 1.233 -5.894 6.111  -0.04
17 C 2.499 -4.484 4.431  0.01
18 C 2.553 -3.690 3.282  -0.21
19 C 3.885 -3.177 2.814  -0.08
20 C 1.600 -3.338 0.101  -0.08
21 C 2.036 -2.504 -0.864  -0.08
22 C 2.277 0.547 -2.128  -0.19
23 C 0.816 0.345 -2.360  -0.03
24 C 2.997 1.468 -2.891  0.02
25 H 4.480 3.154 -4.238  0.08
26 H 5.584 3.410 -2.879  0.09
27 H 5.947 2.176 -4.089  0.09
28 H 6.114 0.981 -1.632  0.13
29 H 4.847 -1.991 -0.058  0.08
30 H 6.156 -0.809 -0.197  0.09
31 H 4.911 -0.575 1.040  0.06
32 H -1.907 -4.298 2.685  0.09
33 H -1.249 -2.869 1.850  0.06
34 H -1.009 -4.500 1.171  0.09
35 H -0.799 -5.303 4.428  0.13
36 H 2.225 -6.012 6.551  0.08
37 H 0.577 -5.434 6.860  0.09
38 H 0.827 -6.893 5.907  0.09
39 H 3.411 -4.675 5.007  0.13
40 H 4.667 -3.555 3.485  0.09
41 H 4.162 -3.509 1.804  0.09
42 H 3.933 -2.078 2.862  0.03
43 H 1.446 -4.405 0.033  0.14
44 H 2.301 -2.748 -1.886  0.15
45 H 0.415 1.134 -3.006  0.10
46 H 0.598 -0.616 -2.845  0.08
47 H 0.271 0.378 -1.412  0.06
48 H 2.471 2.059 -3.649  0.13
49 C -2.607 6.749 4.427  -0.15
50 C -1.113 6.899 4.118  -0.16
51 C -0.761 5.779 3.132  -0.17
52 N -1.915 4.898 3.100  -0.12
53 C -1.912 3.707 2.407  -0.22
54 C -2.548 2.561 2.946  -0.01
55 C -2.360 1.316 2.362  -0.04
56 C -1.677 1.187 1.148  -0.24
57 C -1.560 -0.184 0.510  -0.14
58 C -2.142 -0.351 -0.875  -0.24
59 C -2.997 0.598 -1.447  -0.03
60 C -3.419 0.469 -2.765  0.00
61 C -2.868 -0.560 -3.578  -0.22
62 N -3.088 -0.609 -4.928  -0.11
63 C -4.234 0.001 -5.552  -0.17
64 C -4.122 -0.364 -7.042  -0.15
65 C -2.707 -0.927 -7.248  -0.16
66 C -2.148 -1.223 -5.854  -0.16
67 C -2.015 -1.532 -2.991  -0.04
68 C -1.748 -1.471 -1.637  -0.07
69 C -1.150 2.335 0.546  -0.05
70 C -1.189 3.566 1.193  -0.01
71 C -3.026 5.368 3.898  -0.17
72 H -2.815 6.816 5.495  0.11
73 H -3.182 7.527 3.912  0.11
74 H -0.890 7.879 3.699  0.11
75 H -0.530 6.755 5.031  0.11
76 H -0.540 6.196 2.131  0.11
77 H 0.149 5.241 3.449  0.12
78 H -3.148 2.678 3.853  0.10
79 H -2.800 0.429 2.814  0.11
80 H -1.875 -0.995 1.206  0.11
81 H -3.370 1.429 -0.853  0.12
82 H -4.140 1.160 -3.213  0.10
83 H -5.181 -0.344 -5.115  0.13
84 H -4.225 1.098 -5.427  0.11
85 H -4.855 -1.144 -7.277  0.11
86 H -4.300 0.495 -7.690  0.11
87 H -2.702 -1.841 -7.842  0.11
88 H -2.072 -0.184 -7.746  0.11
89 H -1.139 -0.800 -5.733  0.12
90 H -2.064 -2.307 -5.660  0.11
91 H -1.613 -2.370 -3.563  0.10
92 H -1.179 -2.254 -1.131  0.10
93 H -0.730 2.291 -0.457  0.11
94 H -0.747 4.461 0.752  0.11
95 H -3.244 4.669 4.721  0.11
96 H -3.958 5.442 3.320  0.12

Output
- charge = +1
- HOMO energy (eV) = -9.0
- frontier orbital gap (eV) = 4.8
- LUMO level (eV) = -4.1719



2.
Molecular formula: C2H10P2Si
Method: DFT, the ωB97M-V functional and the def2-TZVPD basis

Each line ends with the natural charge from an NBO analysis.
CARTESIAN COORDINATES (ANGSTROEM)
1 C 2.483 -1.778 -0.492  -1.09
2 C -2.509 0.977 0.240  -0.87
3 Si 1.862 -0.525 0.775  0.82
4 P -0.892 0.160 0.398  0.38
5 P -2.178 2.657 -0.397  0.27
6 H 3.522 -2.026 -0.444  0.25
7 H 1.862 -2.770 -0.232  0.25
8 H 2.143 -1.446 -1.421  0.24
9 H -2.832 1.217 1.288  0.18
10 H 1.546 -1.151 2.033  -0.18
11 H 2.492 0.801 0.965  -0.16
12 H -1.451 -0.981 0.754  -0.02
13 H -0.890 -0.009 -1.011  -0.02
14 H -3.566 2.667 -0.856  -0.01
15 H -1.592 2.207 -1.600  -0.05

Output
- charge = 0
- HOMO energy (spin up / spin down) (eV) = -6.7 / -7.4
- frontier orbital gap (spin up / spin down) (eV) = 6.1 / 6.9
- LUMO level (spin up / spin down) (eV) = -0.5950 / -0.5622
- energy relative to the best compared isomer or geometry (same formula, charge and spin) (kJ/mol) = 335.8



3.
Molecular formula: C32H27CdN4OS3
Method: DFT, the ωB97M-V functional and the def2-TZVPD basis

Each line ends with the Löwdin charge.
CARTESIAN COORDINATES (ANGSTROEM)
1 Cd -1.096 0.297 -1.353  1.20
2 C -5.361 -3.191 0.410  -0.07
3 C -3.925 -3.657 0.652  -0.25
4 N -3.119 -2.720 1.439  -0.12
5 C -3.158 -2.875 2.899  -0.19
6 C -4.073 -1.859 3.578  -0.07
7 C -2.409 -1.710 0.908  -0.69
8 S -2.530 -1.557 -0.848  0.55
9 N -1.718 -0.997 1.790  0.10
10 C -0.987 0.106 1.676  -0.43
11 O -0.762 0.788 0.638  -0.18
12 C -0.362 0.585 2.941  -0.14
13 C -0.648 -0.001 4.171  -0.02
14 C -0.073 0.501 5.327  -0.07
15 C 0.791 1.584 5.266  -0.07
16 C 1.088 2.169 4.042  -0.07
17 C 0.512 1.672 2.887  -0.02
18 H -5.876 -3.916 -0.220  0.08
19 H -5.369 -2.229 -0.096  0.06
20 H -5.909 -3.107 1.348  0.07
21 H -3.430 -3.823 -0.302  0.07
22 H -3.935 -4.600 1.195  0.12
23 H -2.146 -2.766 3.280  0.10
24 H -3.504 -3.885 3.108  0.12
25 H -3.712 -0.847 3.400  0.07
26 H -4.092 -2.037 4.654  0.08
27 H -5.094 -1.939 3.206  0.07
28 H -1.325 -0.842 4.215  0.09
29 H -0.304 0.046 6.282  0.11
30 H 1.234 1.973 6.174  0.11
31 H 1.762 3.014 3.991  0.11
32 H 0.727 2.117 1.926  0.11
33 S -1.255 6.113 -2.623  1.06
34 C -0.877 7.724 -3.042  -0.39
35 C 0.439 7.875 -3.351  -0.17
36 C 1.160 6.665 -3.247  -0.11
37 C 0.385 5.603 -2.857  -0.48
38 C 0.799 4.219 -2.662  -0.18
39 C -0.130 3.222 -2.309  -0.07
40 N 0.187 1.955 -2.135  0.01
41 C 1.473 1.554 -2.273  -0.15
42 C 2.476 2.474 -2.629  -0.12
43 C 3.831 2.032 -2.780  0.00
44 C 4.168 0.743 -2.573  0.00
45 C 3.178 -0.220 -2.194  -0.12
46 C 3.492 -1.563 -1.954  0.05
47 C 2.512 -2.469 -1.581  -0.18
48 C 1.202 -1.965 -1.464  -0.05
49 N 0.889 -0.711 -1.693  0.01
50 C 1.838 0.176 -2.049  -0.16
51 C 2.798 -3.875 -1.325  -0.48
52 C 1.933 -4.868 -0.942  -0.11
53 C 2.558 -6.127 -0.796  -0.17
54 C 3.889 -6.081 -1.069  -0.39
55 S 4.399 -4.514 -1.510  1.07
56 C 2.112 3.810 -2.823  0.07
57 H -1.653 8.473 -3.037  0.07
58 H 0.880 8.816 -3.644  0.11
59 H 2.217 6.591 -3.453  0.11
60 H -1.171 3.482 -2.164  0.10
61 H 4.576 2.764 -3.064  0.12
62 H 5.191 0.407 -2.687  0.13
63 H 4.519 -1.887 -2.068  0.11
64 H 0.380 -2.610 -1.175  0.10
65 H 0.879 -4.706 -0.765  0.11
66 H 2.041 -7.028 -0.500  0.11
67 H 4.608 -6.885 -1.041  0.07
68 H 2.879 4.519 -3.103  0.13

Output
- charge = +1
- HOMO energy (eV) = -10.7
- frontier orbital gap (eV) = 7.2
- LUMO level (eV) = -3.5018



4.
Molecular formula: C3H8N2OS
Method: DFT, the ωB97M-V functional and the def2-TZVPD basis

Each line ends with the natural charge from an NBO analysis.
CARTESIAN COORDINATES (ANGSTROEM)
1 C -2.739 -1.151 -0.001  0.38
2 C 1.752 -0.565 0.110  -0.64
3 C 0.606 0.346 0.239  -0.27
4 N -0.371 0.229 -0.867  -0.40
5 N -1.527 0.838 -0.792  -0.40
6 O -2.209 -2.224 -0.243  -0.53
7 S -1.602 2.049 0.373  0.17
8 H -3.569 -1.039 0.606  0.11
9 H 2.455 -0.367 -0.764  0.22
10 H 2.404 -0.369 0.958  0.23
11 H 1.457 -1.657 -0.070  0.22
12 H 0.101 0.236 1.286  0.19
13 H 1.002 1.488 0.363  0.21
14 H -0.363 -0.723 -1.226  0.39
15 H -2.663 2.506 -0.261  0.12

Output
- charge = 0
- HOMO energy (spin up / spin down) (eV) = -7.7 / -6.9
- frontier orbital gap (spin up / spin down) (eV) = 8.4 / 7.6
- LUMO level (spin up / spin down) (eV) = 0.7238 / 0.6709
- energy relative to the best compared isomer or geometry (same formula, charge and spin) (kJ/mol) = 596.0



5.
Molecular formula: C3H4Cl2
Method: DFT, the ωB97M-V functional and the def2-TZVPD basis

Each line ends with the natural charge from an NBO analysis.
CARTESIAN COORDINATES (ANGSTROEM)
1 C -0.129 1.222 -0.697  -0.37
2 C -0.380 -0.077 -0.469  -0.21
3 C 0.301 -0.764 0.683  -0.30
4 Cl -0.893 -1.263 1.828  0.01
5 Cl 1.355 -2.019 0.091  0.00
6 H 0.554 1.826 -0.105  0.20
7 H -0.625 1.711 -1.533  0.21
8 H -1.146 -0.647 -0.982  0.22
9 H 0.963 0.012 1.184  0.23

Output
- charge = 0
- HOMO energy (eV) = -10.3
- frontier orbital gap (eV) = 11.3
- LUMO level (eV) = 1.0163
- SMILES string = C=CC(Cl)Cl
- energy relative to the best compared isomer or geometry (same formula, charge and spin) (kJ/mol) = 20.7